No. 1
ORCA calculation (wB97M-V/def2-TZVPD) on a structure of composition C42H64N3O20.

Its energy above the lowest of the compared OMol25 structures with the same formula, charge and spin is 5.883 eV. The largest force on an atom comes out at 0.2391 hartree/bohr.

Structure (ORCA input):
```
! wB97M-V def2-TZVPD RIJCOSX def2/J DEFGRID3
* xyz -1 1
C 0.174 1.050 1.421
C -0.572 1.098 0.077
O -0.966 2.130 -0.322
N -0.933 -0.252 -0.478
H -0.961 -0.086 -1.502
H -0.270 -0.982 -0.303
C -2.222 -0.678 -0.028
H -0.567 0.797 2.202
H 0.797 1.989 1.518
H 1.139 0.462 1.349
H -2.635 -1.711 -0.414
H -3.118 -0.067 -0.327
H -2.444 -0.723 1.095
N 1.548 -2.041 -0.726
O 1.401 -3.064 -1.357
O 0.940 -1.940 0.423
O 1.775 -0.995 -1.323
N -1.970 0.710 -3.735
O -1.038 0.075 -3.193
O -2.963 1.157 -3.026
O -1.947 0.842 -4.963
C 3.794 -0.951 -4.132
C 3.453 0.518 -3.646
C 4.001 1.544 -4.730
O 2.009 0.683 -3.732
H 3.242 -1.651 -3.434
H 4.908 -1.031 -4.063
H 3.675 -0.938 -5.144
H 3.834 0.615 -2.580
H 4.994 1.173 -5.026
H 3.914 2.582 -4.585
H 3.229 1.346 -5.660
H 1.737 0.371 -2.691
C -5.939 -2.526 -2.299
C -5.043 -1.508 -3.080
C -5.616 -1.383 -4.556
O -5.069 -0.319 -2.398
H -5.581 -2.479 -1.231
H -5.583 -3.514 -2.461
H -6.916 -2.230 -2.350
H -4.079 -1.732 -2.937
H -5.463 -2.462 -4.934
H -5.009 -0.613 -5.053
H -6.824 -1.357 -4.606
H -4.240 0.192 -2.628
C -1.595 -3.303 3.640
C -1.637 -2.197 2.473
C -3.007 -1.582 2.473
O -0.659 -1.225 2.798
H -2.195 -3.960 3.536
H -1.692 -2.829 4.612
H -0.597 -3.909 3.699
H -1.322 -2.572 1.440
H -3.127 -0.796 1.822
H -3.381 -1.297 3.438
H -3.710 -2.414 2.160
H 0.249 -1.530 2.391
C -3.154 4.429 -0.454
C -4.375 5.099 -0.987
C -5.043 6.088 -0.049
O -4.174 5.815 -2.180
H -3.167 3.843 0.378
H -2.385 5.186 -0.345
H -2.523 3.866 -1.216
H -5.076 4.315 -1.232
H -5.753 5.384 0.647
H -5.644 6.831 -0.495
H -4.228 6.666 0.442
H -3.466 5.383 -2.830
C 3.400 -3.297 3.633
C 2.805 -3.641 2.274
C 2.120 -4.974 2.235
O 2.042 -2.519 1.758
H 3.867 -4.172 4.138
H 2.739 -2.927 4.326
H 4.269 -2.696 3.414
H 3.697 -3.785 1.547
H 1.434 -4.812 1.404
H 1.269 -5.052 2.944
H 2.708 -5.957 2.069
H 1.869 -2.703 0.763
C 1.236 5.036 -1.561
C 0.851 6.378 -0.956
C 2.179 7.385 -0.672
O 2.047 8.458 -0.106
C 3.483 6.776 -1.113
C 3.726 5.436 -1.557
C 2.584 4.482 -1.724
O 2.809 3.267 -2.076
H 0.418 4.349 -1.619
H -0.191 6.662 -0.927
H 4.426 7.312 -0.756
H 4.606 4.951 -1.716
C 1.588 3.781 4.195
C 0.510 3.141 3.294
C -0.255 4.018 2.375
O -0.938 3.513 1.542
C -0.032 5.514 2.455
C 0.970 6.029 3.332
C 1.820 5.312 4.265
O 2.771 5.843 4.881
H 2.204 3.120 4.910
H 0.312 2.097 3.262
H -0.767 6.257 2.074
H 1.010 7.189 3.315
C -1.505 -5.696 1.983
C -1.487 -7.164 1.990
C -2.566 -7.800 1.008
O -2.595 -9.032 0.875
C -3.380 -6.880 0.253
C -3.144 -5.479 0.235
C -2.380 -4.861 1.287
O -2.324 -3.610 1.346
H -0.685 -5.238 2.581
H -0.819 -7.823 2.714
H -4.395 -6.949 -0.294
H -3.880 -4.616 -0.328
C 5.005 -2.007 -0.745
C 6.134 -2.994 -0.369
C 6.853 -2.771 0.906
O 7.724 -3.451 1.518
C 6.408 -1.677 1.748
C 5.343 -0.646 1.258
C 4.576 -0.940 0.080
O 3.577 -0.253 -0.129
H 4.328 -2.162 -1.736
H 6.438 -3.840 -1.044
H 7.107 -1.526 2.661
H 5.144 0.248 1.982
*
```

=====

No. 2
ORCA calculation (wB97M-V/def2-TZVPD) on a structure of composition C42H69CdN2O4P2SiTe.

Its energy above the lowest of the compared OMol25 structures with the same formula, charge and spin is 1.447 eV. The largest force on an atom comes out at 0.0254 hartree/bohr.

Structure (ORCA input):
```
! wB97M-V def2-TZVPD RIJCOSX def2/J DEFGRID3
* xyz 1 1
Cd 0.829 1.542 -1.553
C -2.355 3.206 -0.856
Si -1.609 1.463 -0.916
C -2.387 0.592 0.585
C -3.754 0.401 0.320
C -4.596 -0.296 1.163
C -4.056 -0.913 2.279
C -2.719 -0.728 2.566
C -1.876 0.090 1.797
P -0.186 0.128 2.533
C 0.576 1.826 2.248
C 1.990 1.700 2.860
C 2.785 3.011 2.973
C 1.910 4.251 3.230
C 0.551 3.862 3.800
C -0.223 3.045 2.767
C -0.516 0.310 4.400
C -1.861 0.889 4.920
C -2.797 -0.050 5.695
C -2.046 -1.001 6.619
C -1.065 -1.830 5.801
C 0.001 -0.934 5.176
C -2.272 0.636 -2.516
C -3.357 1.286 -3.116
C -3.872 0.898 -4.341
C -3.296 -0.163 -5.016
C -2.232 -0.839 -4.443
C -1.709 -0.472 -3.201
P -0.349 -1.475 -2.457
C -1.275 -3.006 -1.849
C -2.764 -2.821 -1.560
C -3.379 -4.132 -1.060
C -2.654 -4.659 0.175
C -1.169 -4.843 -0.118
C -0.556 -3.528 -0.597
C 0.547 -2.093 -3.998
C 0.154 -3.435 -4.638
C 0.773 -4.669 -3.975
C 2.285 -4.531 -3.833
C 2.604 -3.271 -3.036
C 2.061 -2.043 -3.758
H -3.428 3.140 -0.656
H -2.214 3.745 -1.796
H -1.917 3.791 -0.047
H -4.166 0.800 -0.603
H -5.646 -0.396 0.921
H -4.675 -1.521 2.926
H -2.293 -1.231 3.422
H 0.708 1.933 1.171
H 2.554 1.005 2.240
H 1.929 1.246 3.851
H 3.359 3.169 2.060
H 3.508 2.898 3.784
H 1.745 4.788 2.288
H 2.427 4.936 3.903
H -0.025 4.752 4.063
H 0.686 3.286 4.721
H -0.454 3.703 1.921
H -1.182 2.741 3.181
H 0.217 1.085 4.610
H -2.433 1.323 4.098
H -1.609 1.714 5.592
H -3.408 -0.638 5.009
H -3.485 0.569 6.275
H -2.757 -1.648 7.136
H -1.504 -0.436 7.385
H -1.613 -2.380 5.029
H -0.570 -2.571 6.432
H 0.630 -1.532 4.512
H 0.646 -0.586 5.989
H -3.812 2.133 -2.613
H -4.713 1.428 -4.770
H -3.676 -0.474 -5.980
H -1.808 -1.679 -4.976
H -1.189 -3.750 -2.644
H -3.292 -2.498 -2.458
H -2.900 -2.052 -0.800
H -3.327 -4.883 -1.856
H -4.435 -3.967 -0.836
H -3.096 -5.604 0.497
H -2.769 -3.942 0.991
H -1.041 -5.609 -0.892
H -0.643 -5.192 0.774
H 0.511 -3.666 -0.800
H -0.636 -2.775 0.194
H 0.321 -1.297 -4.715
H 0.497 -3.404 -5.678
H -0.932 -3.554 -4.670
H 0.529 -5.547 -4.575
H 0.349 -4.830 -2.980
H 2.747 -4.462 -4.823
H 2.697 -5.410 -3.336
H 3.682 -3.169 -2.892
H 2.145 -3.345 -2.043
H 2.569 -1.954 -4.727
H 2.282 -1.151 -3.178
C 4.282 -1.084 0.729
O 4.613 -0.677 -0.614
C 3.848 0.266 -1.138
O 2.932 0.824 -0.554
N 4.214 0.567 -2.405
N 3.343 1.344 -3.164
H 4.792 -2.027 0.888
H 3.205 -1.205 0.834
H 4.637 -0.343 1.444
H 4.981 0.069 -2.827
H 3.086 0.850 -4.010
H 3.773 2.228 -3.414
O 0.352 4.707 -1.331
H -0.136 5.329 -1.883
H 0.215 4.989 -0.418
O -0.272 2.854 -4.258
C 0.431 2.019 -4.003
C 5.344 3.662 -1.071
Te 3.281 4.238 -1.298
C 3.653 6.305 -0.845
H 5.849 4.391 -0.442
H 5.852 3.609 -2.032
H 5.383 2.689 -0.586
H 4.369 6.717 -1.550
H 4.034 6.395 0.170
H 2.713 6.848 -0.926
*
```

=====

No. 3
ORCA calculation (wB97M-V/def2-TZVPD) on a cluster of 11 separate species, C42H69F9N13O23PS in total.

Its total energy is -155682.7677 eV. The largest force on an atom comes out at 0.1076 hartree/bohr.

Structure (ORCA input):
```
! wB97M-V def2-TZVPD RIJCOSX def2/J DEFGRID3
* xyz 0 1
C 4.014 1.858 2.034
C 2.610 1.194 2.420
C 1.731 0.823 1.173
C 2.406 0.374 -0.062
C 1.650 0.043 -1.290
C 0.201 0.177 -1.209
C -0.513 0.608 0.005
C 0.246 0.958 1.223
P -0.633 1.568 2.762
N -1.096 3.075 2.509
S -0.742 -0.220 -2.728
C 0.377 -1.450 -3.504
C -0.276 -2.481 -4.310
C -1.811 -2.595 -4.484
C -2.223 -1.854 -5.908
C -3.711 -1.168 -5.884
O -2.329 -0.399 -5.842
C 0.571 -3.487 -4.957
C -0.004 -4.673 -5.813
C -0.259 -5.981 -4.922
C 1.112 -6.445 -4.286
C 1.084 -7.877 -3.630
C 2.605 -8.354 -3.497
N 3.150 -8.079 -2.128
C 2.022 -3.384 -4.793
C 2.682 -2.340 -3.981
C 4.230 -2.369 -3.895
F 4.815 -1.173 -3.523
F 4.547 -3.288 -2.872
C 4.962 -2.861 -5.202
F 4.322 -2.399 -6.349
F 4.966 -4.246 -5.339
C 6.472 -2.411 -5.357
F 6.946 -3.094 -6.479
F 6.609 -1.080 -5.687
C 7.441 -2.812 -4.177
F 7.555 -1.867 -3.199
F 8.713 -2.908 -4.736
F 7.193 -4.022 -3.618
C 1.832 -1.339 -3.283
N 2.442 -0.331 -2.442
C 2.777 0.948 -3.169
C 2.653 0.898 -4.731
C 2.978 2.389 -5.246
C 3.978 2.428 -6.452
O 5.231 1.771 -6.203
C 6.039 2.490 -5.337
C 6.922 1.644 -4.340
O 6.157 3.690 -5.309
H 4.123 2.828 2.600
H 4.819 1.156 2.364
H 4.091 2.131 0.952
H 2.055 1.994 2.988
H 2.801 0.328 3.103
H 3.524 0.327 -0.028
H -1.623 0.697 0.003
H 0.273 1.621 3.869
H -1.812 0.813 3.036
H -2.120 3.151 2.623
H -2.164 -3.659 -4.598
H -2.406 -2.061 -3.704
H -1.888 -2.350 -6.892
H -3.903 -0.868 -6.940
H -4.028 -0.599 -4.982
H -0.938 -4.396 -6.363
H 0.762 -4.992 -6.580
H -1.009 -5.706 -4.136
H -0.628 -6.837 -5.560
H 1.903 -6.334 -5.072
H 1.339 -5.709 -3.457
H 0.725 -7.780 -2.566
H 0.481 -8.637 -4.187
H 3.236 -7.743 -4.207
H 2.739 -9.427 -3.786
H 3.992 -8.657 -2.016
H 3.495 -7.113 -2.079
H 2.618 -4.178 -5.314
H 2.192 1.787 -2.712
H 3.868 1.164 -2.947
H 1.600 0.703 -5.085
H 3.406 0.225 -5.215
H 3.505 2.912 -4.387
H 2.038 2.980 -5.413
H 3.492 1.987 -7.363
H 4.141 3.518 -6.702
H 6.275 0.870 -3.856
H 7.678 1.108 -4.975
H 7.397 2.295 -3.565
C -5.631 2.716 4.037
N -4.184 2.828 3.719
O -3.863 2.849 2.534
O -3.421 2.890 4.656
H -6.193 2.669 3.108
H -5.770 1.806 4.617
H -5.910 3.595 4.611
C -4.567 0.367 8.094
N -5.825 0.578 7.333
O -6.535 -0.389 7.128
O -6.050 1.717 6.966
H -4.488 -0.684 8.359
H -3.743 0.667 7.447
H -4.616 0.988 8.986
C -3.473 4.369 11.178
N -4.122 3.092 10.782
O -3.397 2.151 10.508
O -5.336 3.077 10.759
H -2.395 4.236 11.155
H -3.782 5.131 10.465
H -3.810 4.610 12.184
C -6.489 7.312 11.918
N -5.042 7.437 11.594
O -4.733 7.442 10.417
O -4.273 7.524 12.533
H -7.049 7.244 10.990
H -6.615 6.411 12.514
H -6.776 8.199 12.479
C -0.051 2.587 7.441
N -0.707 1.308 7.061
O 0.011 0.372 6.772
O -1.924 1.295 7.068
H 1.026 2.455 7.391
H -0.381 3.346 6.734
H -0.365 2.828 8.454
C -4.712 5.775 1.112
N -5.816 5.961 2.091
O -6.908 6.268 1.656
O -5.543 5.792 3.267
H -5.097 5.957 0.113
H -3.929 6.488 1.361
H -4.356 4.751 1.209
C 10.452 -4.853 -6.136
N 11.190 -5.588 -7.199
O 10.532 -6.203 -8.016
O 12.404 -5.520 -7.171
H 9.387 -5.002 -6.284
H 10.769 -5.258 -5.178
H 10.711 -3.801 -6.225
C 3.454 -11.094 -7.399
N 2.863 -10.437 -6.202
O 2.675 -9.236 -6.259
O 2.611 -11.154 -5.253
H 3.626 -10.340 -8.162
H 4.391 -11.553 -7.091
H 2.744 -11.841 -7.746
C -6.743 7.768 5.078
N -7.343 8.392 6.288
O -7.572 9.587 6.251
O -7.563 7.658 7.234
H -6.603 8.535 4.322
H -5.789 7.337 5.371
H -7.432 7.000 4.728
C -10.703 4.422 4.922
N -9.299 4.788 4.596
O -8.470 3.899 4.619
O -9.086 5.956 4.330
H -10.745 3.358 5.136
H -11.000 5.004 5.791
H -11.314 4.666 4.056
*
```